# 1
# C45H45IrN5OPTe

A structure of composition C45H45IrN5OPTe (the ωB97M-V functional and the def2-TZVPD basis, OMol25).

The geometry in XYZ format:
```
99
Properties=species:S:1:pos:R:3:forces:R:3
Ir 0.477073 -0.008435 -0.616218 -0.75 0.36 0.86
C 7.018240 1.820571 -1.664348 0.01 -0.03 0.02
C 6.830835 1.196074 -0.437595 -0.02 0.04 -0.03
C 5.594801 0.664047 -0.112232 -0.05 -0.06 0.00
C 4.536731 0.771613 -1.015492 -0.31 -0.10 -0.54
C 4.722593 1.398886 -2.241661 -0.09 -0.02 0.00
C 5.968298 1.917565 -2.563532 0.00 0.06 -0.07
P 2.907642 0.177304 -0.451148 0.44 0.36 1.35
C 3.319271 -1.308859 0.516473 -0.05 -0.02 -0.22
C 3.537568 -2.480210 -0.210737 0.01 0.09 0.05
C 3.866920 -3.652694 0.447551 0.01 -0.03 -0.04
C 3.955146 -3.665706 1.833867 0.00 -0.01 0.04
C 3.731036 -2.504651 2.558326 0.01 0.01 0.07
C 3.421223 -1.321398 1.902074 -0.04 0.07 -0.04
C 2.377282 1.477936 0.713016 -0.03 0.06 -0.21
C 3.093032 2.397956 1.463839 -0.06 -0.19 0.10
C 2.376760 3.334838 2.198024 0.13 0.00 0.04
C 0.987815 3.371780 2.140328 -0.17 -0.03 -0.03
C 0.270481 2.463399 1.369704 -0.08 0.00 0.00
C 0.978191 1.518910 0.641222 0.44 -0.49 -0.49
H 7.988685 2.223837 -1.920273 -0.01 0.01 0.00
H 7.647241 1.122357 0.268076 0.01 -0.02 -0.01
H 5.460101 0.163301 0.836971 0.02 -0.03 0.02
H 3.902865 1.484787 -2.943972 0.00 0.00 -0.01
H 6.117014 2.402496 -3.518821 0.00 -0.01 0.00
H 3.464372 -2.459888 -1.293053 0.02 -0.08 0.00
H 4.069363 -4.552538 -0.118329 -0.03 0.00 0.00
H 4.212187 -4.580930 2.350900 0.01 0.00 -0.01
H 3.815163 -2.512702 3.637737 0.01 -0.01 -0.02
H 3.281489 -0.405092 2.461902 -0.07 0.00 0.06
H 4.175195 2.377479 1.478642 0.01 0.07 0.01
H 2.907986 4.043183 2.820026 -0.02 0.05 -0.05
H 0.447196 4.129846 2.692405 0.04 -0.01 0.04
H -0.809187 2.522507 1.328029 0.00 0.01 0.04
C -6.559142 -6.291747 3.360421 0.04 -0.01 0.07
C -5.676644 -5.143675 2.966524 -0.01 0.03 -0.08
C -6.062867 -4.260852 1.964278 0.06 0.00 0.04
C -5.243980 -3.212208 1.557894 0.02 0.14 0.08
C -5.741824 -2.256768 0.503496 0.03 -0.04 0.19
C -4.018680 -3.046096 2.214027 -0.02 0.32 -0.51
Te -2.764858 -1.414934 1.526434 -0.38 -0.94 1.00
N -1.327886 0.092516 -0.010921 1.36 0.22 -1.20
C -2.351604 0.941448 -0.200122 -1.12 0.75 0.24
O -3.406673 0.835300 0.459010 0.34 0.00 -0.27
C -2.179940 2.051815 -1.183398 0.29 -0.23 -0.05
C -1.452561 1.875253 -2.365654 -0.16 0.00 -0.01
C -1.227974 2.953759 -3.206397 -0.03 -0.04 -0.05
C -1.730689 4.204920 -2.879707 0.03 -0.03 0.06
C -2.485888 4.370332 -1.726111 -0.05 0.07 0.01
C -2.720990 3.297557 -0.882990 -0.01 0.02 0.13
C -2.528855 -0.469351 3.398918 0.02 0.17 -0.03
C -3.679107 0.025989 4.026345 -0.06 -0.03 -0.19
C -5.028955 -0.001003 3.362088 0.08 -0.10 0.07
C -3.545589 0.562622 5.298317 -0.06 0.00 0.03
C -2.316690 0.645370 5.941641 0.02 -0.03 -0.07
C -2.200648 1.198827 7.329935 0.06 0.01 0.02
C -1.188817 0.193383 5.264006 -0.04 0.04 -0.02
C -1.269361 -0.377485 4.002025 -0.03 -0.13 -0.14
C -0.007155 -0.879848 3.361101 -0.06 0.05 -0.08
C -3.589233 -3.919637 3.215111 0.20 0.07 0.10
C -2.254097 -3.768927 3.895045 -0.13 0.03 0.05
C -4.438293 -4.955953 3.577501 -0.05 -0.02 -0.04
H -7.540365 -6.213013 2.897955 -0.01 -0.02 0.02
H -6.684645 -6.336282 4.442428 -0.02 0.02 0.00
H -6.110435 -7.238275 3.053252 -0.03 0.00 -0.02
H -7.035906 -4.370777 1.499792 0.02 -0.07 -0.04
H -6.517247 -2.716703 -0.105268 0.02 0.01 -0.03
H -4.941185 -1.914707 -0.156387 -0.05 0.01 -0.09
H -6.172846 -1.372095 0.978116 0.00 0.03 -0.08
H -1.152719 0.883571 -2.681320 0.13 0.02 0.08
H -0.678541 2.815046 -4.127990 -0.02 -0.02 0.00
H -1.546255 5.048048 -3.531445 -0.01 0.01 0.00
H -2.893098 5.342544 -1.483337 -0.01 -0.01 0.00
H -3.310502 3.420588 0.016361 0.02 0.00 0.01
H -4.933578 0.229254 2.298667 -0.14 0.05 0.03
H -5.694410 0.732867 3.811687 0.00 0.02 -0.02
H -5.495538 -0.983277 3.472513 -0.01 0.01 -0.03
H -4.435779 0.926382 5.798086 0.02 0.03 0.01
H -3.173666 1.447579 7.747316 0.00 0.00 -0.01
H -1.583263 2.098330 7.338099 -0.01 0.00 0.00
H -1.721073 0.469759 7.984174 -0.01 0.03 0.03
H -0.211945 0.282167 5.727248 -0.02 -0.05 0.06
H 0.577916 -0.041114 2.984619 0.11 0.03 -0.05
H -0.209585 -1.544621 2.518790 0.11 -0.03 -0.02
H 0.598283 -1.426134 4.082188 0.05 -0.03 0.00
H -1.453672 -3.620710 3.163674 0.05 -0.03 0.06
H -2.025796 -4.652546 4.487915 0.05 -0.02 -0.04
H -2.256674 -2.909905 4.568928 0.03 -0.01 -0.02
H -4.128846 -5.635754 4.363735 0.03 -0.01 -0.01
N -1.066636 -6.193390 0.571682 0.02 -0.05 -0.01
C -1.146490 -5.012497 -0.029204 -0.35 0.31 -0.08
N -2.312173 -4.619857 -0.565680 0.05 -0.08 -0.10
N -0.064005 -4.250595 -0.027356 0.57 -0.41 0.34
C 0.082967 -3.082950 -0.500572 -0.12 0.24 -0.35
N 0.341024 -2.031025 -0.944481 -0.15 -0.41 0.08
H -1.825057 -6.852918 0.564578 -0.02 0.01 0.01
H -0.182186 -6.478709 0.957599 0.02 0.03 0.00
H -3.086234 -5.257045 -0.662831 -0.01 0.01 0.06
H -2.322444 -3.803225 -1.152831 0.00 0.02 -0.04
```
Forces are in eV/Å.

Total charge   +2
Energy relative to the best compared isomer or geometry (same formula, charge and spin)   1.206 eV
HOMO (alpha / beta)   -13.2327 / -13.4736 eV
LUMO level (alpha / beta)   -4.478 / -7.314 eV
HOMO-LUMO gap (alpha / beta)   0.3217 / 0.2264 Ha
F_max   0.035 hartree/bohr
Multiplicity   5
E   -76298.3099 eV

---

# 2
# C45H45N9

A cluster of 9 separate species, C45H45N9 in total (the ωB97M-V functional and the def2-TZVPD basis, OMol25).

The geometry in XYZ format:
```
99
Properties=species:S:1:pos:R:3:forces:R:3
C 13.981606 -19.936769 0.004949 0.04 -0.09 0.48
C 13.181864 -20.679125 0.867531 -0.13 0.22 -0.02
C 12.235429 -21.518928 0.319606 0.27 -0.81 -0.48
N 12.122458 -21.736857 -0.999306 0.25 -0.02 0.34
C 12.960558 -21.090276 -1.797988 0.04 0.17 -0.39
C 13.892635 -20.156661 -1.354590 -0.34 0.30 0.19
H 14.662444 -19.210101 0.431474 0.08 0.01 -0.18
H 13.260692 -20.574513 1.941002 -0.03 0.07 -0.01
H 11.612491 -22.168201 0.927197 -0.18 0.35 0.17
H 12.885420 -21.320436 -2.857763 -0.10 0.10 0.03
H 14.452917 -19.536819 -2.040230 0.14 -0.26 -0.15
C 7.755194 -24.909188 -2.193044 0.01 0.30 0.00
C 6.857406 -24.010268 -2.743933 -0.13 -0.08 -0.48
C 7.264946 -22.703132 -2.954427 0.17 0.11 -0.31
N 8.493162 -22.249139 -2.693445 -0.22 -0.25 -0.21
C 9.371046 -23.144269 -2.234146 -0.07 0.20 0.26
C 9.034594 -24.451404 -1.914493 0.21 -0.35 -0.34
H 7.463501 -25.942265 -2.056121 0.18 -0.05 0.13
H 5.913033 -24.334024 -3.170701 -0.14 0.02 0.36
H 6.605523 -22.013547 -3.473745 -0.12 0.09 0.29
H 10.391510 -22.794788 -2.120934 -0.05 0.00 0.19
H 9.808982 -25.123528 -1.571851 -0.10 0.00 0.19
C 13.371272 -26.187106 1.313364 0.01 0.54 0.00
C 12.919342 -27.247016 0.547694 0.45 0.14 0.19
C 11.617096 -27.212930 0.089839 -0.33 -0.10 -0.01
N 10.746435 -26.253515 0.420011 0.29 -0.34 -0.28
C 11.190683 -25.268752 1.188164 -0.30 0.46 0.23
C 12.495491 -25.159930 1.642749 0.21 -0.53 -0.02
H 14.414387 -26.111371 1.595308 -0.05 -0.18 0.17
H 13.613825 -28.051125 0.344528 -0.23 -0.10 -0.33
H 11.242957 -27.978608 -0.581429 -0.01 -0.07 0.10
H 10.445947 -24.516003 1.439277 0.12 0.03 0.03
H 12.832777 -24.342813 2.263748 -0.14 0.15 -0.08
C 2.702922 -22.820641 0.802666 -0.14 0.27 0.28
C 1.637974 -22.073389 0.324038 0.21 0.22 -0.13
C 1.821836 -21.341105 -0.846665 -0.10 -0.22 0.24
N 2.980511 -21.284143 -1.494814 -0.07 0.19 -0.35
C 4.006874 -21.957486 -0.997673 0.00 -0.32 0.34
C 3.915766 -22.747216 0.143234 0.20 -0.05 -0.16
H 2.567139 -23.389452 1.714393 0.19 -0.08 -0.04
H 0.721899 -22.008348 0.895196 -0.15 -0.14 -0.23
H 0.997325 -20.795751 -1.292990 0.03 0.10 0.08
H 4.954353 -21.896266 -1.520593 -0.04 0.12 -0.08
H 4.800311 -23.267619 0.488441 -0.09 -0.09 0.05
C 8.296654 -21.579981 1.735002 -0.24 0.00 0.13
C 8.891611 -21.118150 2.893833 -0.14 0.46 0.35
C 9.659666 -19.960859 2.821101 0.28 -0.29 -0.21
N 9.933754 -19.335526 1.679836 -0.15 0.03 -0.04
C 9.356566 -19.793992 0.561225 0.98 -0.20 0.55
C 8.505702 -20.886486 0.559436 -0.06 -0.14 -0.51
H 7.669860 -22.463350 1.730817 0.00 0.00 0.08
H 8.717409 -21.561841 3.865812 0.06 -0.22 -0.11
H 10.166874 -19.582674 3.703198 -0.17 0.09 0.04
H 9.788769 -19.369238 -0.338183 -0.65 0.16 -0.22
H 8.053804 -21.237270 -0.358896 0.11 0.08 -0.07
C 7.085767 -25.346511 -7.545398 0.09 0.29 0.34
C 8.003793 -26.228181 -8.087224 -0.26 0.25 -0.19
C 8.577419 -27.167387 -7.251486 0.28 -0.16 -0.11
N 8.280731 -27.282457 -5.961645 0.19 0.05 0.03
C 7.392694 -26.431849 -5.455228 -0.23 -0.37 0.14
C 6.763135 -25.446589 -6.197518 -0.06 0.09 -0.40
H 6.673657 -24.542379 -8.142986 -0.16 -0.16 -0.08
H 8.224620 -26.166834 -9.144402 0.26 -0.13 0.05
H 9.333205 -27.851009 -7.625973 -0.10 -0.05 -0.04
H 7.153723 -26.609930 -4.413021 -0.07 0.25 0.00
H 6.007196 -24.796322 -5.778154 0.11 -0.04 0.24
C 7.077071 -19.583959 -5.545821 0.64 -0.26 -0.26
C 6.838775 -20.806713 -6.155569 0.00 -0.40 0.06
C 6.325741 -20.839066 -7.438548 0.18 0.32 -0.07
N 6.063666 -19.734691 -8.136030 0.03 -0.18 -0.38
C 6.357502 -18.570933 -7.580531 0.00 0.33 0.49
C 6.870618 -18.438049 -6.289288 -0.25 0.01 -0.04
H 7.570827 -19.561554 -4.581284 -0.24 0.11 0.11
H 7.095657 -21.741480 -5.671467 -0.06 0.06 0.09
H 6.185377 -21.775633 -7.965753 -0.17 -0.06 0.10
H 6.183737 -17.684097 -8.181621 -0.04 -0.05 -0.03
H 7.101044 -17.465860 -5.874926 -0.02 0.04 -0.10
C 3.628016 -29.008200 -3.706576 0.01 0.20 0.40
C 4.365250 -28.298700 -2.769442 -0.03 -0.04 -0.20
C 4.630759 -26.967882 -3.032518 0.33 0.36 -0.03
N 4.238899 -26.317647 -4.129723 0.11 -0.25 0.15
C 3.567491 -27.025516 -5.036421 0.31 0.30 -0.03
C 3.242640 -28.358066 -4.867061 -0.31 -0.49 -0.04
H 3.339918 -30.027941 -3.486919 0.07 -0.07 -0.26
H 4.753843 -28.762250 -1.873837 -0.10 -0.01 0.06
H 5.244527 -26.388576 -2.348484 -0.19 -0.01 0.13
H 3.336871 -26.488414 -5.949526 -0.22 -0.11 -0.01
H 2.682641 -28.901011 -5.617842 0.02 0.14 -0.08
C 12.020752 -23.855563 -6.223494 0.35 -0.03 -0.18
C 12.916018 -22.855671 -6.575693 -0.09 0.06 0.10
C 12.641655 -21.566114 -6.144957 0.26 0.02 -0.06
N 11.545434 -21.235238 -5.476862 -0.13 0.50 0.20
C 10.674971 -22.186379 -5.176936 -0.08 -0.46 -0.32
C 10.889358 -23.520310 -5.508461 -0.23 -0.19 0.15
H 12.235350 -24.878896 -6.507586 -0.16 -0.02 0.03
H 13.797545 -23.079825 -7.160288 0.06 0.06 0.06
H 13.331369 -20.744966 -6.316976 0.04 -0.11 -0.18
H 9.759698 -21.890528 -4.681851 0.09 0.10 0.15
H 10.188509 -24.290559 -5.205975 -0.08 0.10 -0.02
```
Forces are in eV/Å.

SMILES   c1ccncc1.c1ccncc1.c1ccncc1.c1ccncc1.c1ccncc1.c1ccncc1.c1ccncc1.c1ccncc1.c1ccncc1
Total charge   0
Energy relative to the best compared isomer or geometry (same formula, charge and spin)   0.145 eV
HOMO   -9.2637 eV
LUMO level   0.595 eV
HOMO-LUMO gap   0.3623 Ha
F_max   0.022 hartree/bohr
E   -60803.9702 eV